The following is a DFT calculation (ωB97M-V with the def2-TZVPD basis set) of C20H13Cl2MnN4O4 as an isolated structure.

The geometry in ORCA input format:
```
! wB97M-V def2-TZVPD RIJCOSX def2/J DEFGRID3
* xyz 1 4
Mn 0.03 0.35 -0.62
Cl -3.53 -3.52 3.78
Cl -5.50 -1.18 3.01
O 1.35 -2.56 -0.61
O -3.50 2.17 -0.16
O 1.06 -1.41 2.79
O -0.56 -1.68 -1.43
N 2.08 0.26 -0.13
N -0.36 1.96 -1.79
N -0.03 -1.26 0.75
N -1.71 0.71 0.07
C 2.29 -0.45 1.00
C -0.07 3.64 -3.45
C -1.31 4.19 -3.13
C 3.52 -0.55 1.61
C 0.36 2.53 -2.76
C -2.07 3.60 -2.14
C -2.39 1.78 -0.43
C -3.52 -0.21 1.50
C 1.10 -1.12 1.63
C -3.05 -2.26 2.71
C -1.38 -1.27 1.32
C 4.61 0.07 1.01
C 4.41 0.78 -0.16
C 0.22 -1.86 -0.52
C 1.28 -3.90 -0.04
C -1.57 2.48 -1.49
C -3.91 -1.23 2.36
C -1.77 -2.28 2.17
C 3.13 0.86 -0.70
C -2.24 -0.22 0.96
H 2.94 1.43 -1.60
H 5.23 1.28 -0.66
H -1.09 -3.08 2.45
H 0.61 -4.51 -0.64
H 1.31 2.06 -3.00
H -4.21 0.57 1.25
H 0.96 -3.85 1.00
H 3.61 -1.12 2.52
H -3.05 3.96 -1.85
H -1.67 5.06 -3.66
H 2.30 -4.28 -0.10
H 0.54 4.07 -4.23
H 5.59 0.00 1.45
*
```

Calculated values
Electronic energy (eV): -91461.668
HOMO level (alpha / beta) (eV): -10.942 / -11.063
E_LUMO (alpha / beta) (Ha): -0.152 / -0.154
HOMO-LUMO gap (alpha / beta) (eV): 6.82 / 6.87